[1]
# C6H15NO

An isolated molecule of C6H15NO in a non-equilibrium geometry (ωB97M-V/def2-TZVPD, the OMol25 dataset).

XYZ file:
```
23
Properties=species:S:1:pos:R:3:mulliken_charge:R:1
C -0.4896 0.7537 2.1997 -1.52
C -0.5538 0.9228 0.6850 1.14
C -1.2244 2.3240 0.3570 -1.30
C 0.8147 0.8155 0.0507 -1.11
C 1.2976 -0.6182 -0.1891 -0.72
N 0.8943 -1.1929 -1.4638 -0.29
C 0.0779 -2.3861 -1.3609 -0.31
O -0.3784 -2.7961 -2.6100 -0.54
H 0.2674 0.0168 2.4970 0.34
H -0.1751 1.6899 2.6692 0.38
H -1.4221 0.4902 2.7062 0.37
H -1.3111 0.2603 0.2752 0.07
H -1.3894 2.9512 1.2204 0.31
H -0.5903 2.8182 -0.3727 0.33
H -2.1735 2.1778 -0.1472 0.31
H 1.5446 1.2911 0.7019 0.33
H 0.8236 1.3163 -0.9234 0.40
H 1.0012 -1.2221 0.6808 0.33
H 2.3873 -0.6716 -0.1221 0.32
H 0.4202 -0.5233 -2.0663 0.25
H -0.8202 -2.2326 -0.7388 0.26
H 0.6647 -3.1488 -0.8428 0.32
H 0.3343 -3.0361 -3.2060 0.33
```

Computed properties:
Orbital gap (eV): 9.84
SMILES: CC(C)CCNCO
ΔE to the lowest compared entry with this formula, charge and spin (eV): 1.554
Energy (eV): -10002.2035

***

[2]
# C6H15NO

An isolated molecule of C6H15NO in a non-equilibrium geometry (ωB97M-V/def2-TZVPD, the OMol25 dataset).

XYZ file:
```
23
Properties=species:S:1:pos:R:3:mulliken_charge:R:1
C 2.2746 -1.3338 -0.2819 -0.80
C 2.4906 0.1738 -0.2271 -0.61
C 1.2445 1.0056 -0.5618 -0.55
N 0.1753 0.8099 0.4270 -0.37
C -1.1394 0.4284 -0.0599 0.42
C -1.4758 -1.0719 -0.1009 -1.14
C -2.1775 1.1213 0.8629 -0.70
O -3.5300 1.0708 0.4527 -0.51
H 3.0056 -1.8713 0.3321 0.32
H 2.3537 -1.7129 -1.2964 0.28
H 1.3604 -1.7302 0.1739 0.11
H 2.8775 0.5571 0.7159 0.33
H 3.2287 0.4243 -0.9923 0.36
H 1.5194 2.0620 -0.5095 0.27
H 0.9499 0.8040 -1.5961 0.32
H 0.5031 0.0697 1.0401 0.30
H -1.2115 0.7598 -1.1003 0.24
H -0.7434 -1.6635 0.4574 0.18
H -2.4931 -1.2526 0.2254 0.29
H -1.3564 -1.5586 -1.0768 0.30
H -1.9957 2.1749 1.0521 0.35
H -2.0469 0.5662 1.8063 0.32
H -3.8138 0.1669 0.2570 0.30
```

Computed properties:
Orbital gap (eV): 9.75
SMILES: CCCN[C@@H](C)CO
ΔE to the lowest compared entry with this formula, charge and spin (eV): 1.769
Energy (eV): -10001.9886

***

[3]
# C6H15NO

A cluster of 2 separate species, C6H15NO in total in a non-equilibrium geometry (ωB97M-V/def2-TZVPD, the OMol25 dataset).

XYZ file:
```
23
Properties=species:S:1:pos:R:3:mulliken_charge:R:1
C -0.6731 1.7123 -0.9516 -1.10
C -0.9949 0.5230 -0.5268 0.81
C -2.4253 0.2052 -0.2320 -1.56
C -0.0765 -0.6378 -0.3500 -1.14
C 0.8402 -0.5835 1.0317 0.70
C 1.4097 -1.9421 1.1089 -1.33
N 0.0297 -0.2386 2.1466 -0.58
H 0.2505 2.1271 -1.1255 0.27
H -1.5142 2.5142 -1.0806 0.18
H -2.8953 0.1929 -1.1796 0.46
H -2.9420 1.0177 0.3209 0.37
H -2.5898 -0.7628 0.4004 0.30
H 0.5900 -0.7895 -1.2508 0.38
H -0.5016 -1.6101 -0.3507 0.58
H 1.6186 0.1694 0.6656 0.16
H 1.6222 -2.1019 2.2532 0.30
H 0.7381 -2.7035 0.8758 0.44
H 2.4074 -1.9846 0.6701 0.30
H -0.7856 0.3242 1.9812 0.16
H 0.4742 0.0829 2.9414 0.22
O 1.9261 1.0806 -2.2837 -0.61
H 1.9184 1.4476 -3.2138 0.31
H 1.5733 1.9571 -1.8505 0.39
```

Computed properties:
Orbital gap (eV): 9.57
SMILES: C=C(C)C[C@H](C)N.O
ΔE to the lowest compared entry with this formula, charge and spin (eV): 3.268
Energy (eV): -10000.4889

***

[4]
# C6H15NO

A cluster of 3 separate species, C6H15NO in total in a non-equilibrium geometry (ωB97M-V/def2-TZVPD, the OMol25 dataset).

XYZ file:
```
23
Properties=species:S:1:pos:R:3:mulliken_charge:R:1
C -0.3610 -0.3825 -0.5504 0.95
C -0.1864 0.9130 -0.1340 -0.91
C 2.1063 0.7246 -0.5481 -0.65
C -2.3812 0.2922 0.5496 -0.83
C -0.6715 -0.7749 -1.9553 -1.51
C 2.6701 0.2437 0.7530 -0.84
N -2.3926 -0.4673 1.7303 -0.43
O 0.0090 -1.4423 0.2001 -0.54
H 0.4155 -1.1335 1.0233 0.38
H -1.8117 -0.1036 2.4767 0.23
H -2.2136 -1.4530 1.5858 0.26
H -0.4270 1.7152 -0.8119 0.36
H 0.0280 1.1279 0.9056 0.33
H 2.2236 1.7814 -0.7731 0.33
H 2.3454 0.1005 -1.4046 0.32
H -2.9784 -0.1352 -0.2488 0.36
H -2.6118 1.3392 0.7225 0.39
H -1.0233 0.0781 -2.5308 0.30
H 0.2277 -1.1731 -2.4277 0.36
H -1.4314 -1.5583 -1.9574 0.41
H 3.0036 -0.7944 0.6752 0.26
H 1.9408 0.2701 1.5952 0.18
H 3.5198 0.8322 1.1246 0.30
```

Computed properties:
Orbital gap (spin up / spin down) (eV): 6.84 / 6.37
ΔE to the lowest compared entry with this formula, charge and spin (eV): 6.151
Energy (eV): -9997.6057

***

[5]
# C6H15NO

A cluster of 3 separate species, C6H15NO in total in a non-equilibrium geometry (ωB97M-V/def2-TZVPD, the OMol25 dataset).

XYZ file:
```
23
Properties=species:S:1:pos:R:3:mulliken_charge:R:1
C 1.8127 0.4052 -0.9487 -0.82
C 2.0162 1.7771 -0.3342 -0.87
C 0.7577 -0.9688 -0.1713 0.65
N 1.1013 -1.0467 1.1784 -0.42
O 0.7568 -1.9538 -0.8861 -0.66
H 1.4950 -0.2360 1.6297 0.20
H 1.5817 -1.8987 1.4284 0.23
H 1.6376 0.4123 -2.0248 0.36
H 2.7362 -0.1674 -0.8567 0.42
H 2.2141 1.7089 0.7389 0.25
H 2.9066 2.2605 -0.7480 0.37
H 1.1559 2.4136 -0.5448 0.27
C -1.4584 -0.0841 -0.2816 0.30
C -2.4222 -1.2493 -0.4254 -1.39
C -1.6270 0.5666 1.0844 -1.40
H -1.4453 0.3507 -1.2889 0.36
H -0.0645 0.2309 -0.5174 -0.04
H -3.4211 -0.9124 -0.7189 0.36
H -1.0208 1.4695 1.1727 0.32
H -1.4162 -0.1658 1.8656 0.35
H -2.6546 0.8746 1.3012 0.43
H -2.5790 -1.8092 0.4982 0.35
H -2.0629 -1.9776 -1.1508 0.36
```

Computed properties:
Orbital gap (eV): 8.68
ΔE to the lowest compared entry with this formula, charge and spin (eV): 5.155
Energy (eV): -9998.6025

***

[6]
# C6H15NO

An isolated molecule of C6H15NO in a non-equilibrium geometry (ωB97M-V/def2-TZVPD, the OMol25 dataset).

XYZ file:
```
23
Properties=species:S:1:pos:R:3:mulliken_charge:R:1
C 0.2211 0.1970 -2.6235 -1.37
C 0.3389 -0.1684 -1.0264 0.96
C 1.8983 -0.2124 -1.0433 -1.62
O 0.0280 0.8287 -0.1646 -0.53
C 0.0275 0.1106 1.1411 0.27
C 0.0537 1.0610 2.1322 -1.23
C -1.1597 -0.7752 1.3045 -0.92
N -2.3873 -0.1523 0.8698 -0.53
H 0.3426 1.2516 -2.7695 0.37
H 0.9850 -0.4296 -3.1760 0.36
H -0.8178 -0.2313 -3.1898 0.28
H -0.2802 -0.9800 -0.4598 0.16
H 2.8549 -0.3254 -0.3547 0.24
H 2.1444 -0.6435 -1.8946 0.63
H 2.2485 0.7423 -1.6165 0.38
H 0.7373 -0.6797 1.1526 0.36
H -0.0572 0.4682 3.2114 0.29
H -0.9410 1.6425 2.1146 0.34
H 1.0460 1.4852 2.4412 0.37
H -1.0879 -1.8297 0.7666 0.34
H -0.8271 -1.1387 2.2658 0.43
H -2.1442 0.3658 -0.0429 0.25
H -3.2239 -0.5869 0.9621 0.18
```

Computed properties:
Orbital gap (eV): 9.77
SMILES: CC(C)O[C@@H](C)CN
ΔE to the lowest compared entry with this formula, charge and spin (eV): 6.812
Energy (eV): -9996.9453

***

[7]
# C6H15NO

A cluster of 2 separate species, C6H15NO in total in a non-equilibrium geometry (ωB97M-V/def2-TZVPD, the OMol25 dataset).

XYZ file:
```
23
Properties=species:S:1:pos:R:3:mulliken_charge:R:1
C 0.8616 2.6003 -0.3280 -1.37
C 0.6670 1.2651 0.4370 0.14
C -0.1398 0.2854 -0.3700 0.14
C -1.4499 0.7267 -0.9659 -1.19
C 0.2731 -0.9984 -0.5364 0.70
C -0.0481 -1.8593 -1.7395 -1.49
N 1.2934 -1.5690 0.2070 -0.43
H 0.4559 3.5177 0.0999 0.31
H 0.5700 2.5212 -1.3706 0.35
H 1.9226 2.8673 -0.2839 0.34
H 1.6368 0.8671 0.7016 0.22
H 0.1110 1.5707 1.3345 0.05
H -1.7773 0.0523 -1.7538 0.28
H -2.3024 0.6774 -0.2959 0.25
H -1.3987 1.7500 -1.3422 0.33
H -0.0741 -2.9313 -1.5184 0.36
H -0.8638 -1.5686 -2.3852 0.36
H 0.8686 -1.7700 -2.3462 0.35
H 1.8329 -0.9884 0.8180 0.14
H 1.7213 -2.4173 -0.1174 0.21
O -1.2152 -0.5907 2.8047 -0.65
H -0.9841 0.3318 2.9595 0.32
H -1.6023 -0.5937 1.9164 0.32
```

Computed properties:
Orbital gap (eV): 8.26
SMILES: CC/C(C)=C(/C)N.O
ΔE to the lowest compared entry with this formula, charge and spin (eV): 1.722
Energy (eV): -10002.0355

***

[8]
# C6H15NO

A cluster of 2 separate species, C6H15NO in total in a non-equilibrium geometry (ωB97M-V/def2-TZVPD, the OMol25 dataset).

XYZ file:
```
23
Properties=species:S:1:pos:R:3:mulliken_charge:R:1
C 0.2265 -0.5558 1.4471 0.59
C 1.2960 0.2044 2.2545 -1.57
C 0.8287 -1.7766 0.7934 0.51
O 0.1755 -2.5944 0.1033 -0.20
N 2.1186 -2.0776 0.9284 -0.31
H -0.6734 -0.9511 1.9293 0.49
H 0.0525 0.1483 0.6263 -0.60
H 2.2382 0.2025 1.7124 0.41
H 1.5287 -0.2966 3.1872 0.42
H 2.4156 -2.9018 0.4121 0.28
H 2.7074 -1.8566 1.7208 0.26
H 0.9399 1.1952 2.4892 0.40
C -1.5821 0.6344 -1.8322 -0.04
C -0.5047 1.2794 -2.6875 -1.03
C -1.7831 1.1290 -0.3766 -0.98
H -1.3036 -0.4539 -1.7466 0.09
H -2.5561 0.6863 -2.3429 0.37
H 0.3166 1.5570 -2.0051 0.26
H -0.1481 0.6020 -3.4587 0.32
H -2.1294 0.3539 0.2819 0.30
H -0.8931 2.1651 -3.1864 0.30
H -2.4979 1.9293 -0.2306 0.42
H -0.7728 1.3778 -0.0192 0.31
```

Computed properties:
Orbital gap (spin up / spin down) (eV): 10.03 / 5.27
ΔE to the lowest compared entry with this formula, charge and spin (eV): 1.912
Spin multiplicity: 2
⟨S²⟩: 0.7552
Charge: +1
Energy (eV): -9993.3272

***

[9]
# C6H15NO2

A cluster of 2 separate species, C6H15NO2 in total in a non-equilibrium geometry (ωB97M-V/def2-TZVPD, the OMol25 dataset).

XYZ file:
```
24
Properties=species:S:1:pos:R:3:mulliken_charge:R:1
C -1.5576 1.3021 0.6679 -1.48
C -0.8684 1.6200 -0.4732 0.97
C -1.2044 1.0804 -1.8204 -1.16
O 0.2161 2.4399 -0.4859 -0.47
H -2.6158 1.1025 0.5774 0.38
H -1.3421 1.8730 1.5656 0.33
H -2.1359 0.5241 -1.7870 0.32
H -0.4294 0.3921 -2.1520 0.22
H -1.2556 1.8994 -2.5393 0.42
H 0.3446 2.8271 0.3886 0.35
C 2.3259 -0.0482 -0.8448 -1.22
C 1.4692 -0.5008 0.3121 -0.12
O 0.2256 -1.2581 -0.3118 -0.32
N -0.8366 -1.5160 0.4927 -0.28
C -0.5277 -2.4366 1.5741 -0.85
H 2.3502 -0.8293 -1.6049 0.30
H 1.9240 0.8597 -1.2896 0.23
H 3.3458 0.1423 -0.5116 0.39
H 1.2189 0.3034 1.0107 0.26
H 1.9702 -1.2770 0.9006 0.47
H -1.2471 -0.4223 0.7954 0.36
H -0.0301 -3.3171 1.1643 0.27
H 0.1283 -2.0097 2.3417 0.26
H -1.4681 -2.7510 2.0292 0.37
```

Computed properties:
Orbital gap (eV): 8.50
SMILES: C=C(C)O.CCONC
ΔE to the lowest compared entry with this formula, charge and spin (eV): 4.844
Energy (eV): -12046.5670

***

[10]
# C6H15NO2

A cluster of 2 separate species, C6H15NO2 in total in a non-equilibrium geometry (ωB97M-V/def2-TZVPD, the OMol25 dataset).

XYZ file:
```
24
Properties=species:S:1:pos:R:3:mulliken_charge:R:1
C -1.2064 -1.0724 -2.0042 -0.62
O -1.2542 -1.0670 -0.6062 -0.41
C -1.4958 0.3127 0.2065 1.10
C -2.6194 -0.0333 1.1625 -1.35
O -1.5601 1.3121 -0.4892 -0.62
H -1.7007 -0.2030 -2.4541 0.29
H -0.1493 -1.0235 -2.3144 0.14
H -1.6170 -2.0240 -2.3547 0.26
H -2.5049 -1.0257 1.5894 0.33
H -3.5633 0.0307 0.6223 0.33
H -2.6854 0.7352 1.9346 0.36
C 2.5910 1.1890 -0.3228 -1.28
C 1.2852 0.5547 -0.7369 -0.26
N 0.4201 0.2547 0.8067 -0.35
C 1.0704 -0.7954 1.5846 -0.96
H 3.0243 1.6795 -1.1988 0.40
H 3.2906 0.4513 0.0710 0.33
H 2.4540 1.9574 0.4375 0.32
H 0.6122 1.2671 -1.2040 0.44
H 1.4417 -0.3258 -1.3505 0.20
H 0.4019 1.1172 1.3447 0.35
H 2.0679 -0.4945 1.9192 0.33
H 0.4670 -1.1436 2.4249 0.33
H 1.2301 -1.6533 0.9318 0.33
```

Computed properties:
Orbital gap (eV): 9.64
SMILES: COC(C)=O.CCNC
ΔE to the lowest compared entry with this formula, charge and spin (eV): 3.816
Energy (eV): -12047.5956

***

[11]
# C6H15NO2

A cluster of 2 separate species, C6H15NO2 in total in a non-equilibrium geometry (ωB97M-V/def2-TZVPD, the OMol25 dataset).

XYZ file:
```
24
Properties=species:S:1:pos:R:3:mulliken_charge:R:1
C -3.0236 -0.3860 1.1268 -1.08
C -2.2764 -0.7046 -0.1951 -0.33
N -0.8863 -0.3224 -0.0696 0.02
C 0.1633 -0.8973 -0.8005 0.26
O -0.0114 -1.7676 -1.5739 -0.61
C 1.5489 -0.2776 -0.5873 0.69
C 2.5571 -0.5054 -1.7133 -1.39
C 1.3384 1.2694 -0.6223 -1.42
H -3.2438 0.7261 1.1030 0.26
H -2.4166 -0.5667 2.0427 0.28
H -4.0641 -0.9045 1.1558 0.32
H -2.4520 -1.7704 -0.3733 0.33
H -2.7102 -0.0721 -0.9813 0.26
H -0.6036 0.2579 0.7216 0.11
H 1.9573 -0.4968 0.4348 0.25
H 3.0511 -1.5043 -1.6896 0.32
H 3.4353 0.1627 -1.6074 0.43
H 2.2567 -0.1959 -2.7606 0.29
H 0.7512 1.5387 0.2204 0.37
H 0.9343 1.4496 -1.6892 0.30
H 2.2107 2.0410 -0.5736 0.32
O 0.6119 0.6361 2.7610 -0.58
H 1.0830 1.3581 2.5945 0.29
H -0.2112 0.9321 3.0764 0.30
```

Computed properties:
Orbital gap (eV): 9.77
SMILES: CCNC(=O)C(C)C.O
ΔE to the lowest compared entry with this formula, charge and spin (eV): 1.840
Energy (eV): -12049.5713

***

[12]
# C6H15NO3S

A structure of composition C6H15NO3S in a non-equilibrium geometry (ωB97M-V/def2-TZVPD, the OMol25 dataset).

XYZ file:
```
26
Properties=species:S:1:pos:R:3:mulliken_charge:R:1
C -2.8529 0.3934 0.3692 -1.52
C -1.5451 1.1718 -1.5556 -1.33
C -0.3207 -0.9360 1.7072 -1.46
C -1.5908 0.0868 -0.3376 0.42
C -0.3800 0.2514 0.5924 -0.05
C 1.2640 0.1760 -0.4052 -0.74
N 1.3052 -0.8370 -1.3351 -0.60
O 2.8947 0.9040 1.6664 -0.65
O 3.0941 -1.4354 0.8502 -0.51
O 3.7846 0.2852 -0.5473 -0.72
S 2.8207 0.1320 0.5004 1.31
H -2.9555 1.4188 0.6725 0.39
H -3.6961 0.2982 -0.4825 0.33
H -3.1803 -0.2863 1.0711 0.47
H -0.6041 0.9266 -2.1519 0.24
H -2.3749 1.1528 -2.2727 0.43
H -1.5587 2.1148 -1.0278 0.37
H -0.6387 -1.9190 1.2791 0.27
H 0.6873 -1.0460 2.0689 0.48
H -0.9997 -0.5794 2.4479 0.44
H -1.5672 -0.8581 -0.7586 0.36
H -0.3390 1.2367 1.0537 0.41
H 1.3839 1.1314 -0.8728 0.61
H 2.0618 -0.5883 -1.9830 0.35
H 3.8672 -1.5209 0.2347 0.37
H 1.4400 -1.6733 -0.7836 0.34
```

Computed properties:
Orbital gap (eV): 10.28
ΔE to the lowest compared entry with this formula, charge and spin (eV): 2.414
Energy (eV): -24930.7089